The following is a quantum chemistry calculation of a structure of composition C45H55GeNNaO2P2, from OMol25.

- 2S+1: 1
- Total charge: -1
- F_max: 0.0182 hartree/bohr
- M: 799.49 g/mol
- ΔE to the lowest compared entry with this formula, charge and spin: 2.6 kcal per mole
- Gap between HOMO and LUMO: 0.21340 Ha

Geometry as XYZ:
```
107
C45H55GeNNaO2P2 (wB97M-V/def2-TZVPD)
Na 0.196 1.473 0.520
C -4.448 2.068 -0.366
C -3.282 1.429 -1.116
C -2.350 2.545 -1.602
P -2.198 0.104 -0.335
C -3.043 -1.476 -0.817
C -2.297 -2.634 -0.161
C -4.536 -1.562 -0.520
C -2.354 0.165 1.488
C -3.524 0.438 2.201
C -3.544 0.595 3.572
C -2.331 0.514 4.261
C -1.166 0.204 3.609
C -1.141 -0.085 2.215
N -0.038 -0.475 1.549
C 1.027 -1.019 2.209
C 0.862 -1.914 3.288
C 1.935 -2.470 3.947
C 3.237 -2.170 3.557
C 3.417 -1.342 2.462
C 2.354 -0.782 1.760
P 2.587 0.242 0.255
C 4.112 1.263 0.599
C 3.973 2.569 -0.179
C 5.508 0.685 0.370
C 2.998 -1.040 -1.031
C 3.259 -0.356 -2.373
C 4.036 -2.121 -0.748
H -4.873 2.872 -0.972
H -4.117 2.508 0.574
H -5.249 1.365 -0.144
H -3.687 0.919 -2.002
H -1.917 3.092 -0.760
H -2.893 3.276 -2.205
H -1.522 2.162 -2.196
H -2.889 -1.539 -1.904
H -2.446 -2.612 0.919
H -1.224 -2.574 -0.337
H -2.666 -3.590 -0.536
H -4.713 -1.524 0.555
H -4.943 -2.508 -0.887
H -5.098 -0.757 -0.989
H -4.453 0.544 1.661
H -4.469 0.810 4.090
H -2.302 0.712 5.326
H -0.233 0.174 4.153
H -0.146 -2.151 3.604
H 1.759 -3.149 4.773
H 4.087 -2.584 4.081
H 4.428 -1.127 2.143
H 3.987 1.496 1.663
H 4.022 2.389 -1.255
H 4.781 3.259 0.076
H 3.018 3.043 0.033
H 5.688 0.499 -0.690
H 5.691 -0.245 0.901
H 6.260 1.408 0.698
H 2.020 -1.539 -1.111
H 4.228 0.146 -2.380
H 2.498 0.390 -2.598
H 3.268 -1.088 -3.183
H 5.049 -1.728 -0.783
H 3.967 -2.904 -1.508
H 3.882 -2.588 0.226
O 1.300 2.332 2.288
C 0.705 3.329 1.861
O 0.583 3.633 0.630
C 0.018 4.259 2.839
C -1.071 5.067 2.172
Ge -0.470 6.055 0.590
C -1.798 7.533 0.463
C -1.578 8.620 -0.385
C -2.505 9.640 -0.514
C -3.694 9.592 0.200
C -3.939 8.521 1.041
C -2.996 7.508 1.171
C 1.214 6.988 1.044
C 2.459 6.358 1.025
C 3.614 7.034 1.386
C 3.555 8.362 1.779
C 2.330 9.006 1.809
C 1.177 8.323 1.445
C -0.426 5.448 -1.280
C 0.696 4.826 -1.832
C 0.736 4.486 -3.175
C -0.354 4.741 -3.995
C -1.478 5.348 -3.464
C -1.507 5.702 -2.121
H 0.788 4.921 3.249
H -0.361 3.664 3.672
H -1.428 5.846 2.849
H -1.922 4.429 1.931
H -0.664 8.666 -0.966
H -2.306 10.471 -1.178
H -4.423 10.383 0.099
H -4.866 8.470 1.598
H -3.213 6.682 1.835
H 2.530 5.326 0.739
H 4.564 6.515 1.365
H 4.456 8.890 2.061
H 2.268 10.041 2.118
H 0.230 8.848 1.479
H 1.536 4.583 -1.207
H 1.617 4.004 -3.578
H -0.326 4.462 -5.040
H -2.337 5.546 -4.092
H -2.394 6.180 -1.728
```